84
Properties=species:S:1:pos:R:3 method="wB97M-V/def2-TZVPD" orbital_gap_ev=4.08 charge=-1 lumo_ev=0.601 e_homo_ev=-3.48
C -4.229 -0.558 -0.560
C -3.353 0.213 -0.828
C -2.247 1.230 -0.999
C -2.593 2.465 -0.095
C -1.420 2.945 0.794
C -0.865 1.882 1.746
O 0.046 0.924 1.235
B 0.248 0.068 2.444
P 0.392 -1.858 2.158
C 1.200 -2.616 3.696
C -1.332 -2.610 2.201
O -0.980 0.256 3.317
C -1.874 0.884 2.448
O -2.991 1.567 3.056
C -3.575 0.767 3.926
N -3.876 0.269 4.923
H -4.755 -1.393 -0.126
H -2.261 1.495 -2.073
H -1.286 0.759 -0.736
H -3.463 2.222 0.538
H -2.914 3.284 -0.762
H -1.821 3.760 1.434
H -0.631 3.419 0.178
H -0.310 2.328 2.605
H 1.251 0.546 2.952
H 1.260 -3.711 3.553
H 0.528 -2.461 4.567
H 2.196 -2.177 3.871
H -1.862 -2.293 3.121
H -1.183 -3.704 2.289
H -1.906 -2.382 1.288
H -2.189 0.154 1.669
O -3.355 4.480 -3.587
P -3.584 5.490 -4.675
O -5.143 5.921 -4.363
C -5.427 6.645 -3.169
C -4.976 8.092 -3.274
O -3.832 4.406 -5.897
C -3.072 3.194 -5.948
C -3.957 2.019 -5.586
O -3.375 6.712 -5.781
C -3.902 6.724 -7.108
C -5.401 6.920 -7.175
H -4.960 6.155 -2.310
H -6.507 6.607 -3.022
H -3.888 8.156 -3.369
H -5.278 8.654 -2.389
H -5.405 8.566 -4.157
H -2.201 3.245 -5.294
H -2.706 3.079 -6.972
H -4.435 2.166 -4.617
H -3.383 1.091 -5.555
H -4.758 1.909 -6.319
H -3.585 5.848 -7.671
H -3.424 7.577 -7.598
H -5.932 6.030 -6.837
H -5.705 7.118 -8.205
H -5.715 7.755 -6.548
O 6.302 -6.256 1.012
P 5.706 -6.014 2.372
O 6.477 -4.627 2.801
C 6.174 -3.426 2.087
C 4.816 -2.877 2.479
O 6.623 -7.132 3.183
C 6.960 -8.370 2.562
C 8.430 -8.376 2.195
O 4.654 -5.932 3.648
C 4.968 -6.241 5.005
C 5.859 -5.221 5.678
H 6.225 -3.605 1.009
H 6.951 -2.702 2.337
H 4.013 -3.562 2.191
H 4.635 -1.916 1.995
H 4.753 -2.743 3.559
H 6.336 -8.558 1.687
H 6.757 -9.166 3.284
H 8.685 -7.518 1.573
H 8.697 -9.290 1.660
H 9.044 -8.307 3.095
H 5.365 -7.250 5.104
H 4.007 -6.252 5.526
H 6.879 -5.272 5.298
H 5.894 -5.409 6.753
H 5.490 -4.209 5.510

---

78
Properties=species:S:1:pos:R:3 method="wB97M-V/def2-TZVPD" relative_energy_kj_mol=0.0 orbital_gap_ev=8.12 charge=+1 lumo_ev=-3.075 e_homo_ev=-11.19
N -0.272 0.961 0.849
P -0.041 -0.653 0.550
O 0.512 -0.799 -0.897
C 1.105 -1.329 1.754
C 2.357 -0.451 1.689
O 3.026 -0.273 0.728
Cl 2.806 0.368 3.184
H -0.013 1.165 1.815
H 0.405 1.491 0.298
H -1.279 -1.291 0.588
H -0.142 -1.195 -1.496
H 0.667 -1.149 2.734
H 1.317 -2.389 1.615
C 8.437 0.349 4.796
C 7.200 1.186 4.479
C 6.136 0.110 4.319
O 6.507 -0.964 5.180
C 7.846 -0.765 5.648
H 9.222 0.902 5.308
H 8.855 -0.062 3.874
H 6.959 1.831 5.327
H 7.306 1.813 3.595
H 6.105 -0.269 3.290
H 5.138 0.458 4.590
H 7.803 -0.478 6.703
H 8.398 -1.701 5.567
C 4.548 -4.718 0.308
C 3.863 -5.796 -0.529
C 2.397 -5.591 -0.169
O 2.245 -4.189 0.110
C 3.540 -3.584 0.231
H 5.532 -4.433 -0.057
H 4.652 -5.061 1.339
H 4.020 -5.601 -1.592
H 4.211 -6.803 -0.314
H 2.123 -6.154 0.728
H 1.719 -5.871 -0.975
H 3.709 -2.969 -0.659
H 3.547 -2.930 1.104
C -3.371 1.088 -3.719
C -4.103 1.338 -2.403
C -3.467 0.310 -1.485
O -2.114 0.137 -1.951
C -1.966 0.764 -3.241
H -3.396 1.935 -4.401
H -3.805 0.225 -4.229
H -3.886 2.348 -2.048
H -5.182 1.222 -2.471
H -3.982 -0.651 -1.548
H -3.451 0.628 -0.440
H -1.374 1.673 -3.109
H -1.433 0.091 -3.914
C -0.040 5.059 -0.467
C 0.349 5.719 -1.786
C -0.163 4.708 -2.802
O -1.310 4.085 -2.210
C -1.379 4.424 -0.823
H -0.111 5.752 0.369
H 0.690 4.285 -0.208
H -0.180 6.667 -1.898
H 1.416 5.912 -1.883
H 0.586 3.934 -3.004
H -0.450 5.165 -3.748
H -2.202 5.131 -0.680
H -1.593 3.524 -0.242
C -8.886 0.140 -1.791
C -8.969 -1.382 -1.823
C -7.505 -1.770 -1.964
O -6.747 -0.750 -1.300
C -7.600 0.364 -1.008
H -9.748 0.618 -1.331
H -8.782 0.530 -2.806
H -9.367 -1.754 -0.877
H -9.588 -1.773 -2.628
H -7.199 -1.796 -3.016
H -7.277 -2.737 -1.514
H -7.789 0.380 0.070
H -7.094 1.290 -1.283

---

Please write out number 2 again, unchanged.
78
Properties=species:S:1:pos:R:3 method="wB97M-V/def2-TZVPD" relative_energy_kj_mol=0.0 orbital_gap_ev=8.12 charge=+1 lumo_ev=-3.075 e_homo_ev=-11.19
N -0.272 0.961 0.849
P -0.041 -0.653 0.550
O 0.512 -0.799 -0.897
C 1.105 -1.329 1.754
C 2.357 -0.451 1.689
O 3.026 -0.273 0.728
Cl 2.806 0.368 3.184
H -0.013 1.165 1.815
H 0.405 1.491 0.298
H -1.279 -1.291 0.588
H -0.142 -1.195 -1.496
H 0.667 -1.149 2.734
H 1.317 -2.389 1.615
C 8.437 0.349 4.796
C 7.200 1.186 4.479
C 6.136 0.110 4.319
O 6.507 -0.964 5.180
C 7.846 -0.765 5.648
H 9.222 0.902 5.308
H 8.855 -0.062 3.874
H 6.959 1.831 5.327
H 7.306 1.813 3.595
H 6.105 -0.269 3.290
H 5.138 0.458 4.590
H 7.803 -0.478 6.703
H 8.398 -1.701 5.567
C 4.548 -4.718 0.308
C 3.863 -5.796 -0.529
C 2.397 -5.591 -0.169
O 2.245 -4.189 0.110
C 3.540 -3.584 0.231
H 5.532 -4.433 -0.057
H 4.652 -5.061 1.339
H 4.020 -5.601 -1.592
H 4.211 -6.803 -0.314
H 2.123 -6.154 0.728
H 1.719 -5.871 -0.975
H 3.709 -2.969 -0.659
H 3.547 -2.930 1.104
C -3.371 1.088 -3.719
C -4.103 1.338 -2.403
C -3.467 0.310 -1.485
O -2.114 0.137 -1.951
C -1.966 0.764 -3.241
H -3.396 1.935 -4.401
H -3.805 0.225 -4.229
H -3.886 2.348 -2.048
H -5.182 1.222 -2.471
H -3.982 -0.651 -1.548
H -3.451 0.628 -0.440
H -1.374 1.673 -3.109
H -1.433 0.091 -3.914
C -0.040 5.059 -0.467
C 0.349 5.719 -1.786
C -0.163 4.708 -2.802
O -1.310 4.085 -2.210
C -1.379 4.424 -0.823
H -0.111 5.752 0.369
H 0.690 4.285 -0.208
H -0.180 6.667 -1.898
H 1.416 5.912 -1.883
H 0.586 3.934 -3.004
H -0.450 5.165 -3.748
H -2.202 5.131 -0.680
H -1.593 3.524 -0.242
C -8.886 0.140 -1.791
C -8.969 -1.382 -1.823
C -7.505 -1.770 -1.964
O -6.747 -0.750 -1.300
C -7.600 0.364 -1.008
H -9.748 0.618 -1.331
H -8.782 0.530 -2.806
H -9.367 -1.754 -0.877
H -9.588 -1.773 -2.628
H -7.199 -1.796 -3.016
H -7.277 -2.737 -1.514
H -7.789 0.380 0.070
H -7.094 1.290 -1.283